(1)
12
Properties=species:S:1:pos:R:3 method="wB97M-V/def2-TZVPD" multiplicity=1 relative_energy_kj_mol=131.3 smiles="N[C@@H]1CNC1=S" total_charge=0 homo_ev=-8.44
C -0.905 0.054 -0.660
C -0.005 0.645 -1.770
C 0.300 0.231 0.281
H -1.286 -1.676 0.180
H -2.362 -1.259 -1.039
H -1.615 0.785 -0.243
H 0.234 -0.087 -2.597
H -0.279 1.586 -2.173
H 2.015 1.126 -0.611
N -1.377 -1.288 -0.725
N 1.055 0.655 -0.723
S 0.576 -0.101 1.845



(2)
14
Properties=species:S:1:pos:R:3 method="wB97M-V/def2-TZVPD" multiplicity=1 relative_energy_kj_mol=414.5 total_charge=0 homo_ev=-7.76
C 0.347 0.443 1.736
C 0.524 1.118 -0.763
N -1.030 -2.133 -0.972
C -0.303 0.808 0.418
O 1.449 1.973 -1.169
C -0.094 -0.040 -0.889
C -0.400 -1.184 -1.637
H 1.812 1.702 -2.023
H -1.272 -2.087 0.022
H -1.312 -2.972 -1.457
H -1.256 1.322 0.521
H -0.349 -0.114 2.366
H 1.231 -0.173 1.564
H 0.653 1.338 2.282



(3)
19
Properties=species:S:1:pos:R:3 method="wB97M-V/def2-TZVPD" multiplicity=1 relative_energy_kj_mol=409.0 smiles=C[C@@]1(S)[C@H](N)C[C@@H]1O total_charge=0 homo_ev=-9.24
C -0.881 -0.396 1.532
C -0.547 -0.168 0.088
C 0.164 1.165 0.034
C 1.476 0.362 0.239
C 0.779 -0.941 -0.145
H -1.565 -1.292 1.670
H -0.024 -0.263 1.983
H -1.424 0.545 1.842
H -2.144 -1.788 -0.471
H -0.024 1.960 0.705
H -0.951 2.267 -1.283
H 0.065 1.138 -2.025
H 1.928 0.462 1.233
H 2.429 0.572 -0.441
H 0.752 -1.727 0.748
H 0.541 -1.966 -1.847
N 0.036 1.886 -1.348
O 1.239 -1.493 -1.518
S -1.849 -0.325 -0.995



(4)
17
Properties=species:S:1:pos:R:3 method="wB97M-V/def2-TZVPD" multiplicity=1 relative_energy_kj_mol=278.4 smiles="C/C=C/O.C=CO" total_charge=0 homo_ev=-8.80
C -3.042 -0.708 -0.039
C -0.949 0.590 0.356
C -1.961 0.237 -0.442
O -0.252 1.760 0.217
H -0.366 2.139 -0.665
H -0.748 0.088 1.292
H -2.210 0.870 -1.286
H -2.796 -1.221 0.887
H -3.232 -1.433 -0.830
H -3.986 -0.182 0.113
C 2.402 -0.287 0.170
C 3.604 -0.856 0.285
O 2.241 0.702 -0.772
H 1.487 1.284 -0.590
H 1.570 -0.766 0.674
H 3.776 -1.731 0.881
H 4.461 -0.488 -0.251



(5)
170
Properties=species:S:1:pos:R:3 method="wB97M-V/def2-TZVPD" multiplicity=1 total_charge=+1 homo_ev=-10.82
C -3.425 1.701 -2.534
C -1.973 1.764 -3.025
O -1.071 1.569 -2.252
N -1.741 2.223 -4.449
H -1.427 1.411 -4.961
H -2.589 2.266 -4.994
C -0.782 3.438 -4.617
H -3.864 0.736 -2.788
H -4.008 2.485 -3.019
H -3.438 1.794 -1.448
H 0.020 3.278 -3.895
H -1.272 4.346 -4.266
H -0.260 3.483 -5.573
C 5.039 -3.619 1.722
C 6.125 -4.283 0.873
O 7.196 -4.588 1.322
N 5.733 -4.583 -0.596
H 4.762 -4.519 -0.867
H 6.039 -3.745 -1.069
C 6.268 -5.908 -1.077
H 4.279 -3.046 1.191
H 5.327 -3.198 2.685
H 4.411 -4.439 2.072
H 5.552 -6.319 -1.789
H 6.679 -6.459 -0.232
H 7.157 -5.669 -1.660
C -5.842 -0.358 7.857
C -4.486 -0.882 7.549
C -4.471 -1.651 6.232
N -3.109 -2.171 5.833
C -2.201 -2.869 6.995
C -2.331 -1.016 5.150
C -2.714 -1.075 3.679
C -3.177 -2.503 3.381
C -3.342 -3.229 4.691
H -5.821 0.222 8.780
H -6.630 -1.073 8.094
H -6.038 0.331 7.036
H -4.045 -1.530 8.306
H -3.846 -0.051 7.252
H -4.606 -1.117 5.292
H -5.021 -2.586 6.343
H -2.748 -3.552 7.644
H -1.861 -1.990 7.543
H -1.392 -3.312 6.414
H -1.283 -1.301 5.251
H -2.428 -0.017 5.574
H -1.911 -0.734 3.027
H -3.512 -0.346 3.536
H -2.478 -3.013 2.719
H -4.126 -2.402 2.853
H -2.644 -4.065 4.736
H -4.357 -3.618 4.765
C -1.734 2.080 1.233
C -0.232 1.879 1.174
C 0.191 0.483 0.531
N 1.782 0.423 0.306
C 2.473 0.503 1.737
C 2.413 1.566 -0.555
C 2.628 0.970 -1.930
C 2.139 -0.452 -1.934
C 2.228 -0.838 -0.446
H -2.160 1.444 2.009
H -2.306 1.977 0.311
H -1.793 3.146 1.451
H 0.273 2.108 2.112
H 0.014 2.724 0.530
H -0.250 0.257 -0.440
H -0.086 -0.303 1.234
H 2.038 -0.302 2.330
H 2.325 1.483 2.191
H 3.559 0.520 1.654
H 3.351 2.051 -0.286
H 1.756 2.432 -0.637
H 3.716 0.993 -1.995
H 2.049 1.515 -2.675
H 2.769 -1.147 -2.489
H 1.199 -0.595 -2.467
H 3.255 -1.017 -0.125
H 1.565 -1.641 -0.123
C -7.622 -0.432 4.140
C -7.224 0.291 2.814
C -7.465 1.840 2.757
N -6.983 2.520 1.421
C -5.439 2.324 1.322
C -7.700 2.057 0.161
C -9.036 2.710 0.207
C -8.591 4.157 0.487
C -7.346 4.027 1.393
H -7.143 0.048 4.993
H -7.504 -1.511 4.229
H -8.680 -0.241 4.321
H -7.777 -0.211 2.021
H -6.185 0.105 2.540
H -6.916 2.446 3.478
H -8.499 2.155 2.903
H -4.979 1.931 2.229
H -4.828 3.089 0.843
H -5.304 1.463 0.668
H -7.008 2.216 -0.665
H -7.860 0.979 0.152
H -9.528 2.501 -0.743
H -9.643 2.339 1.033
H -8.239 4.617 -0.436
H -9.394 4.739 0.940
H -6.517 4.539 0.904
H -7.296 4.502 2.373
C 4.997 -2.430 -4.670
C 4.730 -0.977 -5.274
C 5.978 -0.296 -5.905
N 5.853 1.234 -6.024
C 4.640 1.590 -6.878
C 7.125 1.861 -6.578
C 7.725 2.952 -5.597
C 6.525 3.238 -4.765
C 5.816 1.887 -4.611
H 4.314 -2.632 -3.844
H 6.010 -2.645 -4.331
H 4.701 -2.926 -5.594
H 4.305 -0.306 -4.528
H 3.875 -0.948 -5.950
H 6.267 -0.672 -6.887
H 6.854 -0.313 -5.257
H 4.745 2.586 -7.309
H 3.667 1.441 -6.410
H 4.751 0.747 -7.560
H 7.011 2.199 -7.608
H 7.821 1.027 -6.493
H 7.991 3.809 -6.216
H 8.612 2.747 -4.998
H 5.770 3.860 -5.246
H 6.708 3.681 -3.786
H 4.787 2.030 -4.282
H 6.297 1.303 -3.826
C 0.883 -2.424 -5.344
F 0.895 -3.615 -5.968
F -0.109 -2.389 -4.368
F 2.084 -2.142 -4.834
S 0.333 -1.058 -6.648
O 1.507 -0.836 -7.528
O -0.872 -1.579 -7.363
O -0.028 0.199 -5.934
P 6.617 -0.667 -0.912
F 7.435 -0.979 -2.288
F 7.375 -1.895 -0.196
F 7.779 0.246 -0.353
F 5.748 -0.382 0.468
F 5.924 0.606 -1.708
F 5.369 -1.642 -1.329
P 4.003 4.013 2.930
F 3.555 2.703 3.799
F 5.604 4.019 3.453
F 4.380 3.016 1.713
F 4.420 5.325 1.999
F 2.509 4.072 2.320
F 3.608 4.889 4.191
P 1.246 -3.476 3.890
F 0.107 -4.253 4.725
F 0.983 -4.560 2.714
F 0.216 -2.323 3.345
F 2.549 -2.745 3.152
F 1.621 -2.305 5.079
F 2.312 -4.570 4.530
P -4.370 -1.559 -0.547
F -5.373 -1.346 0.809
F -5.360 -2.752 -1.087
F -5.283 -0.482 -1.299
F -3.367 -1.705 -1.847
F -3.422 -0.392 0.121
F -3.523 -2.729 0.271



(6)
34
Properties=species:S:1:pos:R:3 method="wB97M-V/def2-TZVPD" multiplicity=2 s_squared=0.76 total_charge=+1 homo_ev="-13.99 / -13.98"
C -2.950 0.124 -1.347
C -2.302 -0.125 -2.485
C -2.331 1.000 -0.205
C -1.489 0.141 0.554
C -1.901 -0.937 1.306
H -3.913 -0.338 -1.110
H -2.787 -0.745 -3.207
H -1.285 0.214 -2.716
H -1.909 1.814 -0.805
H -3.206 1.595 0.250
H -0.470 0.475 0.697
H -1.258 -1.724 1.735
H -2.961 -1.026 1.522
H 4.150 1.322 -0.328
H 3.485 -0.017 0.062
O 3.634 0.592 -0.693
H 0.804 0.710 3.684
H 1.033 1.273 2.251
O 0.998 0.427 2.788
H -1.856 -3.586 0.248
H -0.723 -2.837 -0.608
O -1.442 -3.470 -0.607
H 1.967 1.257 -0.754
H 0.722 1.074 -1.458
O 1.310 1.817 -1.261
H 1.088 3.420 1.428
H 0.602 2.457 0.366
O 0.610 2.584 1.330
H 1.737 -0.693 1.812
H 2.063 -2.166 1.293
O 2.235 -1.234 1.151
H 2.462 -0.879 -2.260
H 1.854 -0.972 -0.924
O 2.033 -1.544 -1.706



no.,E_tot (eV)
1,-17022.6806
2,-8831.9073
3,-19732.8569
4,-9440.1576
5,-182422.1212
6,-19863.8942